Below is a molecular structure, C31H30BrN6NaO3, with properties calculated with wB97M-V/def2-TZVPD.

Cartesian coordinates (Å):
Na (0.050, 0.251, -0.189)
C (-1.759, -10.304, 7.785)
O (-1.822, -10.590, 6.403)
C (-1.720, -9.539, 5.537)
C (-1.610, -8.208, 5.934)
C (-1.518, -7.210, 4.973)
C (-1.536, -7.530, 3.628)
C (-1.654, -8.857, 3.240)
C (-1.740, -9.863, 4.183)
N (-1.455, -6.566, 2.558)
N (-1.209, -5.409, 2.944)
C (-1.142, -4.422, 1.932)
C (-1.375, -4.663, 0.597)
C (-1.292, -3.660, -0.358)
C (-0.956, -2.334, -0.033)
O (-0.860, -1.417, -0.911)
C (-0.722, -2.067, 1.398)
N (-0.413, -0.786, 1.763)
C (-0.195, -0.515, 3.023)
C (-0.262, -1.485, 4.041)
C (-0.569, -2.767, 3.704)
C (-0.816, -3.106, 2.349)
H (-1.818, -11.262, 8.294)
H (-2.597, -9.676, 8.100)
H (-0.820, -9.810, 8.046)
H (-1.600, -7.935, 6.979)
H (-1.435, -6.174, 5.273)
H (-1.673, -9.085, 2.183)
H (-1.827, -10.901, 3.894)
H (-1.634, -5.671, 0.298)
H (-1.487, -3.875, -1.401)
H (0.049, 0.514, 3.271)
H (-0.073, -1.205, 5.069)
H (-0.631, -3.545, 4.452)
Br (2.087, 5.631, 3.597)
C (1.421, 4.366, 2.375)
C (2.262, 3.798, 1.436)
C (1.709, 2.871, 0.566)
N (0.430, 2.494, 0.592)
C (-0.357, 3.060, 1.508)
C (0.086, 4.003, 2.420)
H (3.311, 4.041, 1.369)
H (2.351, 2.419, -0.178)
H (-1.391, 2.739, 1.523)
H (-0.593, 4.431, 3.143)
C (7.465, 1.703, 2.500)
C (7.602, 1.620, 0.988)
N (6.683, 0.643, 0.406)
C (7.144, -0.740, 0.336)
C (8.110, -0.998, -0.807)
C (5.412, 1.043, 0.177)
O (5.021, 2.172, 0.451)
C (4.442, 0.063, -0.417)
C (4.587, -0.492, -1.680)
C (3.573, -1.292, -2.180)
C (2.446, -1.505, -1.401)
N (2.295, -0.977, -0.185)
C (3.274, -0.210, 0.283)
H (8.172, 2.423, 2.912)
H (7.660, 0.739, 2.970)
H (6.459, 2.023, 2.767)
H (8.612, 1.326, 0.699)
H (7.398, 2.587, 0.532)
H (6.278, -1.396, 0.266)
H (7.623, -0.971, 1.292)
H (7.660, -0.754, -1.769)
H (8.396, -2.049, -0.825)
H (9.021, -0.409, -0.708)
H (5.472, -0.290, -2.270)
H (3.646, -1.737, -3.163)
H (1.614, -2.101, -1.757)
H (3.128, 0.212, 1.272)

Forces on atoms 1 to 6 (eV/Å):
Na 0.39 0.82 0.01
C -0.01 0.01 -0.03
O 0.03 0.02 -0.04
C -0.02 -0.01 0.09
C 0.00 -0.02 -0.09
C 0.00 -0.02 0.26

For the energy relative to the best compared isomer or geometry (same formula, charge and spin), the calculation gives 0.8 kcal/mol. The calculation puts the gap between HOMO and LUMO at 0.2377 Eh. The total energy is -4489.91717 Ha.

***

Below is 3 unconnected molecules or ions with the total composition C29H57NO11P2 in a non-equilibrium geometry, with properties calculated with wB97M-V/def2-TZVPD.

Cartesian coordinates (Å):
C (3.506, 3.761, 1.984)
C (3.376, 4.256, 3.264)
C (2.233, 3.845, 4.266)
P (0.593, 3.468, 3.427)
C (-0.989, 3.963, 4.366)
C (-2.294, 3.270, 3.801)
C (-2.802, 2.082, 4.688)
O (-3.282, 1.087, 4.227)
O (-2.753, 2.158, 6.097)
C (0.483, 1.691, 4.141)
C (-0.228, 0.640, 3.152)
P (0.953, -0.239, 2.026)
O (0.248, -1.470, 1.545)
O (1.353, 0.665, 0.695)
C (0.190, 1.026, -0.084)
C (0.529, 1.042, -1.623)
O (2.335, -0.753, 2.772)
C (3.423, 0.212, 2.675)
C (4.321, 0.026, 1.403)
C (0.606, 5.173, 2.525)
C (0.278, 5.207, 1.099)
C (0.338, 6.512, 0.422)
C (0.711, 7.653, 1.226)
N (0.983, 7.671, 2.555)
C (0.923, 6.456, 3.147)
H (2.690, 3.858, 1.232)
H (4.433, 3.204, 1.690)
H (4.173, 4.968, 3.611)
H (2.122, 4.682, 5.015)
H (2.663, 2.989, 4.848)
H (0.445, 2.880, 2.114)
H (-1.162, 5.070, 4.285)
H (-0.921, 3.747, 5.461)
H (-3.125, 4.031, 3.838)
H (-2.225, 2.973, 2.724)
H (-2.007, 1.622, 6.419)
H (1.480, 1.226, 4.379)
H (-0.086, 1.675, 5.113)
H (-1.092, 1.076, 2.598)
H (-0.645, -0.151, 3.834)
H (-0.709, 0.388, 0.127)
H (-0.094, 2.072, 0.203)
H (-0.412, 0.945, -2.212)
H (0.957, 2.051, -1.843)
H (1.271, 0.239, -1.840)
H (4.104, 0.132, 3.567)
H (2.956, 1.234, 2.741)
H (3.949, 0.731, 0.610)
H (5.392, 0.314, 1.575)
H (4.257, -0.998, 0.957)
H (-0.006, 4.307, 0.514)
H (0.097, 6.572, -0.663)
H (0.784, 8.633, 0.692)
H (1.143, 6.432, 4.245)
C (-3.336, -6.782, -1.561)
O (-3.917, -5.907, -0.612)
C (-4.093, -6.455, 0.682)
C (-3.251, -5.812, 1.786)
O (-1.842, -5.734, 1.635)
C (-1.311, -5.009, 0.532)
C (-1.661, -3.530, 0.359)
O (-3.051, -3.255, 0.245)
C (-3.595, -2.471, 1.290)
H (-4.100, -7.104, -2.275)
H (-2.572, -6.236, -2.121)
H (-2.867, -7.655, -1.102)
H (-3.930, -7.541, 0.678)
H (-5.145, -6.303, 0.947)
H (-3.401, -6.425, 2.681)
H (-3.635, -4.832, 2.065)
H (-1.497, -5.565, -0.386)
H (-0.224, -5.056, 0.657)
H (-1.207, -3.209, -0.585)
H (-1.194, -2.934, 1.147)
H (-2.923, -2.375, 2.146)
H (-4.523, -2.941, 1.631)
H (-3.854, -1.480, 0.907)
C (2.409, 0.629, -7.264)
O (1.160, 0.227, -6.729)
C (0.310, -0.454, -7.634)
C (0.030, -1.918, -7.292)
O (1.117, -2.812, -7.101)
C (2.051, -2.541, -6.065)
C (1.566, -2.427, -4.619)
O (0.588, -1.426, -4.392)
C (-0.677, -1.909, -3.968)
H (2.412, 1.713, -7.407)
H (3.194, 0.390, -6.542)
H (2.647, 0.131, -8.207)
H (0.686, -0.380, -8.663)
H (-0.651, 0.072, -7.619)
H (-0.524, -2.331, -8.142)
H (-0.661, -2.010, -6.454)
H (2.657, -1.679, -6.343)
H (2.754, -3.380, -6.090)
H (2.438, -2.144, -4.018)
H (1.237, -3.403, -4.251)
H (-0.785, -2.990, -4.089)
H (-1.452, -1.416, -4.561)
H (-0.841, -1.634, -2.923)

Forces on atoms 1 to 6 (eV/Å):
C -0.12 0.00 0.61
C -0.19 -0.35 -0.47
C 1.03 1.83 -0.30
P -0.64 0.37 0.77
C -0.66 0.66 0.02
C -0.43 0.41 1.01

Its SMILES is C=CC[PH](CCC(=O)O)(CCP(=O)(OCC)OCC)c1cccnc1.COCCOCCOC.COCCOCCOC. The calculation puts the gap between HOMO and LUMO at 0.3128 Eh. The total energy is -2703.97452 Ha.

***

Below is 2 unconnected molecules or ions with the total composition C6H9NO in a non-equilibrium geometry, with properties calculated with wB97M-V/def2-TZVPD.

Cartesian coordinates (Å):
C (0.744, 0.355, -2.185)
C (-0.408, -0.237, -1.864)
C (-0.614, -0.909, -0.589)
C (-1.796, -0.979, 0.116)
C (-1.505, -1.512, 1.391)
C (-0.156, -1.696, 1.456)
N (0.368, -1.343, 0.242)
H (1.604, 0.405, -1.524)
H (0.962, 0.785, -3.160)
H (-1.292, -0.062, -2.466)
H (-2.740, -0.606, -0.251)
H (-2.220, -1.706, 2.176)
H (0.514, -2.076, 2.219)
H (1.325, -1.449, -0.034)
O (2.216, 4.507, 1.234)
H (1.876, 4.725, 0.370)
H (2.019, 3.691, 1.696)

Forces on atoms 1 to 6 (eV/Å):
C 0.51 -0.07 -0.61
C 0.54 0.52 0.50
C -0.94 0.66 -0.10
C -0.04 -0.11 -0.27
C -0.52 0.19 0.44
C 0.68 -0.37 -0.13

Its SMILES is C=Cc1ccc[nH]1.O. For the energy relative to the best compared isomer or geometry (same formula, charge and spin), the calculation gives 27.2 kcal/mol. The calculation puts the gap between HOMO and LUMO at 0.3166 Eh. The total energy is -363.98088 Ha.